1.
Computed, not measured: C10H21Cl2O3PSn as an isolated structure, with ωB97M-V with the def2-TZVPD basis set.

Total energy = -2095.29611 a.u.
Frontier orbital gap (alpha / beta) = 6.41 / 6.41 eV
Net charge = 0
Energy relative to the best compared isomer or geometry (same formula, charge and spin) = 2.936 eV
Multiplicity = 1

Each line ends with the Mulliken charge.
Atoms and positions in Å:
Sn  2.5643  0.1800  -0.9836  0.903
Cl  1.6034  -2.0534  -0.3382  -0.381
Cl  2.3236  1.6157  0.9980  -0.404
C  4.5268  -0.0498  -1.3831  -0.993
H  5.1268  0.9019  -1.4256  0.243
H  4.6264  -0.7168  -2.2773  0.219
C  -0.6306  1.4676  -1.3454  -0.232
C  0.5075  0.9045  -1.7189  0.161
H  -0.5366  2.4138  -0.8058  0.332
C  0.5072  -0.1519  -2.8873  -0.741
H  1.2370  1.7807  -1.9639  0.232
C  -0.8116  -0.0876  -3.6986  -0.931
H  1.3534  -0.0048  -3.6081  0.468
H  0.5411  -1.1489  -2.3910  0.312
C  -2.0448  -0.1157  -2.7935  -0.798
H  -0.8351  0.7908  -4.3699  0.355
H  -0.8458  -0.9743  -4.3389  0.400
C  -1.9743  0.8830  -1.6042  -0.210
H  -2.9630  0.0472  -3.3712  0.336
H  -2.1446  -1.0902  -2.2974  0.306
H  -2.7522  1.6469  -1.7135  0.450
H  -2.1836  0.3377  -0.6613  -0.002
C  -1.7333  1.1839  3.1631  -0.702
O  -0.6876  1.2514  2.1759  -0.276
P  0.0242  -0.0624  1.5175  0.483
O  0.7711  -0.7669  2.7653  -0.227
C  1.5262  -0.1387  3.8139  -0.713
O  -1.2749  -1.0519  1.3211  -0.282
C  -1.2315  -2.3978  1.8200  -0.660
H  -2.7172  1.0086  2.7073  0.226
H  -1.7602  2.1667  3.6449  0.263
H  -1.5400  0.4239  3.9363  0.311
H  2.5799  -0.0239  3.5316  0.251
H  1.1274  0.8559  4.0604  0.318
H  1.4520  -0.7933  4.6916  0.255
H  -0.3620  -2.9568  1.4470  0.254
H  -1.2255  -2.3866  2.9164  0.233
H  -2.1440  -2.8887  1.4663  0.241

Forces on atoms 1 to 3 (eV/Å):
0.60 -0.93 2.52
0.71 0.97 -0.46
0.84 0.05 -0.82

---

2.
Computed, not measured: C5H8BrOP as an isolated structure, with ωB97M-V with the def2-TZVPD basis set.

Total energy = -3185.86870 a.u.
Frontier orbital gap (alpha / beta) = 8.13 / 8.13 eV
Net charge = 0
Energy relative to the best compared isomer or geometry (same formula, charge and spin) = 1.390 eV
Multiplicity = 1

Each line ends with the Mulliken charge.
Atoms and positions in Å:
C  0.0974  -0.4800  0.8887  -0.303
C  -0.9526  -0.0500  -0.1108  0.819
C  0.7625  0.4104  1.6335  -0.827
C  -1.3976  1.2568  -0.0220  -1.088
C  -1.2563  -0.8993  -1.2530  -1.330
O  2.1403  1.2569  -0.6980  -0.466
P  1.8371  -0.1951  -0.8203  0.605
Br  3.5536  -1.2312  0.2932  -0.295
H  0.3421  -1.5451  0.9078  0.514
H  0.8888  1.4013  1.2799  0.286
H  1.1058  0.1793  2.5916  0.292
H  -2.1650  1.6190  -0.6249  0.370
H  -1.0889  1.8560  0.8165  0.312
H  -0.5177  -1.7352  -1.3622  0.315
H  -1.1267  -0.4861  -2.2146  0.428
H  -2.2227  -1.3577  -1.3052  0.366

Forces on atoms 1 to 3 (eV/Å):
-0.95 -0.18 -1.19
0.76 3.61 0.79
-0.69 -0.44 -0.34

---

3.
Computed, not measured: a 2-piece molecular cluster, C5H8N2O3S overall, with ωB97M-V with the def2-TZVPD basis set.

Total energy = -928.60432 a.u.
Frontier orbital gap = 10.70 eV
Net charge = 0
Energy relative to the best compared isomer or geometry (same formula, charge and spin) = 4.061 eV
Multiplicity = 1

Each line ends with the Mulliken charge.
Atoms and positions in Å:
C  0.1789  2.1626  -0.8711  -0.518
C  -0.0639  0.8668  -0.6709  -0.410
S  0.7418  -0.0615  0.6195  1.080
C  1.6720  -1.4484  -0.3049  -1.027
O  1.6055  0.8956  1.2499  -0.684
O  -0.1646  -0.8186  1.4308  -0.532
H  -0.2046  2.8500  -1.6722  0.255
H  0.8675  2.7259  -0.1978  0.225
H  -0.7811  0.3009  -1.0560  0.539
H  2.3794  -1.4015  -1.0524  0.408
H  2.0783  -2.1064  0.4739  0.320
H  0.7985  -1.7966  -0.7719  0.330
C  -2.2248  0.4355  2.2467  -0.001
N  -2.4672  0.6946  1.0235  -0.245
N  -2.8390  -0.4374  0.3768  -0.479
C  -2.7881  -1.4144  1.2528  0.157
O  -2.4596  -0.9184  2.4515  -0.290
H  -1.6201  0.9953  2.8726  0.431
H  -3.0308  -2.4199  1.1804  0.441

Forces on atoms 1 to 3 (eV/Å):
0.78 0.90 0.21
2.33 2.24 1.68
2.41 0.49 -1.04

---

4.
Computed, not measured: a 15-piece molecular cluster, C16H66N4O15 overall, with ωB97M-V with the def2-TZVPD basis set.

Total energy = -1996.72357 a.u.
Frontier orbital gap = 9.44 eV
Net charge = 0
Energy relative to the best compared isomer or geometry (same formula, charge and spin) = 0.832 eV
Multiplicity = 1

Each line ends with the Mulliken charge.
Atoms and positions in Å:
C  0.6780  4.7589  -2.1734  -1.627
C  1.2514  3.3492  -2.0309  1.312
C  2.5345  3.2989  -1.2279  -1.343
O  3.1056  1.9779  -1.2159  -0.147
C  4.3127  1.8887  -0.4368  -0.868
N  0.1803  2.5811  -1.3623  -0.421
H  0.2529  5.1481  -1.2482  0.272
H  -0.0466  4.7438  -2.9875  0.306
H  1.4507  5.4576  -2.4941  0.459
H  1.5531  2.9831  -3.0123  -0.169
H  2.3396  3.6675  -0.2208  0.407
H  3.1723  3.9403  -1.8361  0.535
H  4.1962  2.2525  0.5841  0.291
H  5.1182  2.4111  -0.9529  0.285
H  4.6350  0.8515  -0.3454  0.290
H  0.6889  1.7805  -1.0152  -0.002
H  -0.4553  2.1500  -2.0183  0.177
C  -1.3333  -0.7493  -4.9243  -1.334
C  0.0639  -0.0764  -4.9181  0.138
C  -0.0370  1.4688  -4.9269  -0.184
O  -0.7780  1.9784  -6.0037  -0.437
C  -0.9901  3.3639  -6.0121  -0.734
N  0.8897  -0.6196  -3.8738  -0.441
H  -1.9427  -0.2737  -5.6927  0.425
H  -1.8213  -0.5146  -3.9783  0.205
H  -1.3318  -1.8175  -5.1416  0.387
H  0.6272  -0.3842  -5.7990  0.536
H  0.9909  1.8291  -4.9675  0.527
H  -0.6579  1.6991  -4.0611  -0.139
H  -1.6629  3.6318  -6.8267  0.272
H  -0.0067  3.8277  -6.0884  0.313
H  -1.5791  3.6623  -5.1449  0.274
H  0.6792  -1.6074  -3.8743  0.360
H  0.3661  -0.4586  -3.0252  0.128
C  3.3487  -0.2947  5.3809  -1.442
C  3.3410  0.8872  4.4543  0.601
C  2.0424  1.6767  4.4751  -0.707
O  0.9418  0.9229  3.8922  -0.327
C  -0.1013  1.7966  3.4627  -0.633
N  4.4408  1.7892  4.7483  -0.771
H  4.3264  -0.7765  5.3778  0.363
H  2.5567  -0.9727  5.0629  0.271
H  3.0762  0.0342  6.3837  0.363
H  3.5692  0.5079  3.4582  0.232
H  2.2473  2.5986  3.9309  0.368
H  1.9098  1.8488  5.5432  0.224
H  -0.9880  1.1715  3.3573  -0.071
H  0.1520  2.2753  2.5168  0.367
H  -0.3151  2.4922  4.2742  0.436
H  5.3540  1.3981  4.5657  0.297
H  4.4515  2.4188  3.9586  0.278
C  -1.7446  -1.7505  1.3922  -1.009
C  -2.2393  -1.2228  0.0700  0.716
C  -1.4283  -0.0547  -0.6626  -1.556
O  -0.1183  -0.3233  -1.2700  0.066
C  0.9105  -0.8846  -0.4679  -1.114
N  -2.4652  -2.3372  -0.8173  -0.160
H  -2.2613  -2.6705  1.6657  0.775
H  -1.9434  -1.0459  2.1998  0.479
H  -0.6621  -1.8690  1.4395  -0.110
H  -3.2126  -0.7449  0.1809  0.162
H  -1.3267  0.7493  0.0665  0.240
H  -2.0511  0.3633  -1.4535  0.422
H  0.8885  -1.9736  -0.5103  0.372
H  0.8543  -0.5346  0.5629  0.422
H  1.8379  -0.4462  -0.8362  0.232
H  -2.1390  -2.0513  -1.7294  0.276
H  -1.7838  -3.0519  -0.6053  0.036
O  -1.3802  -5.4267  0.6718  -0.727
H  -1.7850  -5.3092  1.5312  0.382
H  -0.5289  -4.9955  0.7465  0.256
O  3.2849  0.6457  -3.6136  -0.756
H  3.0765  1.1404  -2.8211  0.343
H  2.4669  0.2048  -3.8432  0.456
O  -5.0164  -1.5319  2.0745  -0.685
H  -4.3587  -1.7225  1.4057  0.313
H  -5.8146  -1.3460  1.5799  0.288
O  -2.1506  -4.8030  3.0959  -0.673
H  -2.6793  -4.0495  3.3587  0.299
H  -1.3208  -4.6870  3.5588  0.303
O  -3.4920  0.4060  3.5713  -0.631
H  -4.1386  -0.2475  3.3050  0.331
H  -3.4476  1.0142  2.8335  0.284
O  -1.4969  3.6388  0.5871  -0.681
H  -1.0103  4.3614  0.9838  0.304
H  -0.8692  3.2224  -0.0035  0.337
O  1.6102  -1.4847  2.6541  -0.396
H  1.3674  -0.6852  3.1210  0.242
H  0.9762  -2.1377  2.9506  0.282
O  -5.0034  -3.7827  -1.3211  -0.705
H  -4.2140  -3.2841  -1.1102  0.467
H  -4.6778  -4.5917  -1.7158  0.284
O  -1.2252  -4.8923  -1.9324  -0.610
H  -1.1637  -5.1394  -1.0097  0.362
H  -2.0125  -5.3360  -2.2477  0.288
O  -3.6046  -2.7461  4.2148  -0.675
H  -3.2631  -2.1144  4.8476  0.313
H  -4.3555  -2.3054  3.8171  0.283
O  3.1197  -3.3487  1.1241  -0.629
H  2.5507  -2.6422  1.4297  0.313
H  2.6439  -4.1506  1.3406  0.282

Forces on atoms 1 to 3 (eV/Å):
1.05 0.23 -0.59
-0.99 0.37 0.37
0.02 -0.14 -0.66

---

5.
Computed, not measured: one molecule with the formula C4H8N2O2, with ωB97M-V with the def2-TZVPD basis set.

Total energy = -417.22556 a.u.
Frontier orbital gap = 9.98 eV
Net charge = 0
Energy relative to the best compared isomer or geometry (same formula, charge and spin) = 0.827 eV
Multiplicity = 1

Each line ends with the Mulliken charge.
Atoms and positions in Å:
C  -1.3894  -1.2032  1.5694  -1.037
C  -0.7454  -1.6158  0.3061  0.607
O  -0.3739  -2.7510  0.0802  -0.619
N  -0.4015  -0.6454  -0.6167  -0.136
C  -0.5289  0.7846  -0.5628  -0.674
C  0.8222  1.4694  -0.2327  0.581
N  1.7294  1.5370  -1.2619  -0.383
O  0.9530  2.1418  0.7604  -0.583
H  -2.1911  -0.4688  1.5679  0.362
H  -1.8379  -2.1556  1.8960  0.327
H  -0.7154  -0.9896  2.3939  0.276
H  -0.1338  -1.0024  -1.5036  0.221
H  -0.9100  1.2804  -1.4410  0.421
H  -1.1176  1.2031  0.2611  0.218
H  1.6015  1.2591  -2.2176  0.184
H  2.5224  2.1219  -1.1056  0.236

Forces on atoms 1 to 3 (eV/Å):
-1.25 -1.37 1.35
1.75 0.81 -1.03
-0.63 -0.22 0.20

---

6.
Computed, not measured: a 2-piece molecular cluster, C7H12NP overall, with ωB97M-V with the def2-TZVPD basis set.

Total energy = -669.85330 a.u.
Frontier orbital gap = 8.75 eV
Net charge = 0
Energy relative to the best compared isomer or geometry (same formula, charge and spin) = 3.209 eV
Multiplicity = 1

Each line ends with the Mulliken charge.
Atoms and positions in Å:
C  -1.3324  1.5704  1.0414  -0.426
N  -1.3830  1.9178  -0.1752  -0.426
C  -1.4517  1.0455  -1.1846  0.110
C  -0.8475  -0.1278  -1.1945  -0.129
P  -0.2551  -1.6678  -1.1184  -0.098
C  -1.7799  -2.6499  -0.4661  -0.948
H  -1.0670  2.2625  1.7941  0.406
H  -1.5887  0.5839  1.4117  0.316
H  -1.9386  1.5086  -2.1890  0.284
H  -1.7908  -2.7904  0.6616  0.271
H  -2.6300  -2.0904  -0.9745  0.283
H  -1.5976  -3.6443  -0.9199  0.338
C  1.7179  0.5521  1.8058  -1.007
C  1.5676  0.7630  0.4711  0.178
C  2.3662  0.2054  -0.6861  -1.339
H  2.5749  -0.0016  2.1143  0.336
H  1.0580  1.0968  2.3825  0.271
H  0.7872  1.4414  0.2032  0.523
H  1.7716  0.3133  -1.5578  0.383
H  2.3972  -0.8981  -0.6555  0.345
H  3.4218  0.6098  -0.7639  0.327

Forces on atoms 1 to 3 (eV/Å):
-0.87 -0.59 -0.67
0.57 2.03 2.14
-1.17 -0.43 -4.04

---

7.
Computed, not measured: a 2-piece molecular cluster, N3O3 overall, with ωB97M-V with the def2-TZVPD basis set.

Total energy = -389.87157 a.u.
Frontier orbital gap = 7.25 eV
Net charge = -1
Energy relative to the best compared isomer or geometry (same formula, charge and spin) = 2.587 eV
Multiplicity = 1

Each line ends with the Mulliken charge.
Atoms and positions in Å:
N  0.8756  -0.0811  -0.9115  -0.250
N  -1.1703  -0.2775  -0.1989  0.207
N  1.4088  0.1441  0.0648  0.761
O  2.2284  0.4867  0.8740  -0.628
O  -2.2668  -0.4601  -0.7852  -0.574
O  -1.0756  0.1880  0.9569  -0.517

Forces on atoms 1 to 3 (eV/Å):
2.08 0.21 1.49
-1.09 -0.56 -0.20
-0.56 0.01 -3.16

---

8.
Computed, not measured: a 2-piece molecular cluster, C5H16N2O overall, with ωB97M-V with the def2-TZVPD basis set.

Total energy = -384.83004 a.u.
Frontier orbital gap = 9.36 eV
Net charge = 0
Energy relative to the best compared isomer or geometry (same formula, charge and spin) = 0.763 eV
Multiplicity = 1

Each line ends with the Mulliken charge.
Atoms and positions in Å:
C  1.8382  -0.0635  -1.3240  -1.228
C  0.3981  -0.4395  -1.6987  0.370
C  -0.2431  0.6482  -2.5451  -1.508
N  -0.4925  -0.6285  -0.5229  -0.362
C  0.0802  -1.3682  0.6099  -0.674
C  -0.9575  -1.8953  1.5708  -0.708
N  -1.9083  -0.9554  2.1573  -0.594
H  2.5142  -0.0693  -2.1752  0.379
H  1.8316  0.8835  -0.7738  0.272
H  2.1521  -0.7607  -0.5446  0.349
H  0.4097  -1.4089  -2.2007  0.308
H  0.1523  0.7264  -3.5497  0.402
H  -1.3187  0.4856  -2.6309  0.388
H  -0.0475  1.5962  -2.0628  0.354
H  -0.7365  0.2938  -0.1753  0.307
H  0.6330  -2.2291  0.2245  0.432
H  0.7837  -0.7383  1.1473  0.337
H  -0.3575  -2.2935  2.4057  0.304
H  -1.4632  -2.7771  1.1875  0.372
H  -1.5469  -0.0116  2.1291  0.219
H  -2.7834  -0.9220  1.6395  0.280
O  0.1687  3.6935  2.1224  -0.625
H  0.8115  4.3968  1.9264  0.311
H  0.0818  3.8369  3.0832  0.316

Forces on atoms 1 to 3 (eV/Å):
-0.70 -0.29 0.96
-0.18 0.06 0.49
-0.16 -0.37 -0.13